Computed, not measured: a molecular structure, C4H14N2O at a distorted geometry, with ωB97M-V/def2-TZVPD.

Structure (ORCA input):
```
! wB97M-V def2-TZVPD RIJCOSX def2/J DEFGRID3
* xyz 0 1
N -0.59 1.46 0.84
C -1.63 0.73 0.11
C -1.20 -0.78 -0.01
N 0.58 -0.69 0.43
C 0.72 -2.16 0.69
C 1.05 -0.37 -0.94
H 0.01 0.47 0.84
H -0.98 1.78 1.72
H -2.64 0.80 0.59
H -1.83 1.08 -0.89
H -1.49 -1.39 0.83
H -1.11 -1.15 -1.02
H 0.10 -2.71 -0.01
H 0.32 -2.34 1.69
H 1.78 -2.42 0.57
H 0.76 -1.17 -1.64
H 0.51 0.51 -1.33
H 2.13 -0.23 -0.94
H 0.52 2.56 -0.24
H 1.91 3.01 -0.38
O 1.10 3.01 -0.91
*
```

LUMO energy (Ha): 0.0321
Energy (Ha): -345.4319
ΔE to the lowest compared entry with this formula, charge and spin (kcal/mol): 90.6
Orbital gap (eV): 9.71


Computed, not measured: 2 unconnected molecules or ions with the total composition C4H14N2O, with ωB97M-V/def2-TZVPD.

Structure (ORCA input):
```
! wB97M-V def2-TZVPD RIJCOSX def2/J DEFGRID3
* xyz 0 1
C -1.65 0.24 2.70
C -1.64 0.03 1.19
C -1.09 -1.34 0.83
O -1.30 -1.55 -0.56
H -0.64 0.21 3.09
H -2.08 1.21 2.94
H -2.27 -0.48 3.22
H -1.02 0.82 0.76
H -2.63 0.13 0.78
H -1.59 -2.10 1.44
H -0.02 -1.37 1.07
H -0.95 -2.41 -0.81
N 2.82 1.44 -1.34
C 1.75 1.14 -2.30
N 1.07 -0.13 -2.19
H 2.44 1.43 -0.40
H 3.52 0.71 -1.37
H 1.00 1.92 -2.18
H 2.18 1.21 -3.30
H 1.71 -0.91 -2.15
H 0.41 -0.18 -1.42
*
```

LUMO energy (Ha): 0.0302
SMILES string: CCCO.NCN
Energy (Ha): -345.5320
ΔE to the lowest compared entry with this formula, charge and spin (kcal/mol): 27.7
Orbital gap (eV): 9.60


Computed, not measured: 2 unconnected molecules or ions with the total composition C4H14N2O at a distorted geometry, with ωB97M-V/def2-TZVPD.

Structure (ORCA input):
```
! wB97M-V def2-TZVPD RIJCOSX def2/J DEFGRID3
* xyz 0 1
C 1.92 -0.60 0.90
C 0.60 -0.04 1.42
C -0.32 0.70 0.42
N 0.02 0.30 -0.96
C -1.77 0.52 0.80
N -2.60 1.58 0.19
H 2.45 0.20 0.37
H 1.80 -1.37 0.14
H 2.56 -0.91 1.72
H 0.16 -0.83 2.06
H 0.83 0.66 2.24
H -0.02 1.74 0.54
H -0.59 0.87 -1.53
H -0.25 -0.66 -1.14
H -1.94 0.54 1.88
H -2.15 -0.45 0.46
H -3.51 1.19 -0.04
H -2.28 1.94 -0.71
O 1.27 -1.80 -2.88
H 1.86 -1.97 -3.66
H 1.95 -1.62 -2.22
*
```

LUMO energy (Ha): 0.0323
SMILES string: CC[C@@H](N)CN.O
Energy (Ha): -345.5278
ΔE to the lowest compared entry with this formula, charge and spin (kcal/mol): 30.3
Orbital gap (eV): 10.11


Computed, not measured: 2 unconnected molecules or ions with the total composition C4H14N2O at a distorted geometry, with ωB97M-V/def2-TZVPD.

Structure (ORCA input):
```
! wB97M-V def2-TZVPD RIJCOSX def2/J DEFGRID3
* xyz 0 1
C 1.07 -2.03 0.92
C 0.55 -0.71 0.36
N 0.23 -0.80 -1.07
C -0.66 -0.20 1.18
C -1.24 1.13 0.70
N -0.19 2.14 0.49
H 1.15 -2.01 2.00
H 0.44 -2.87 0.62
H 2.06 -2.22 0.51
H 1.30 0.05 0.61
H 0.50 -1.70 -1.43
H -0.76 -0.67 -1.24
H -0.37 -0.16 2.23
H -1.42 -0.99 1.10
H -1.80 0.98 -0.23
H -1.94 1.47 1.47
H -0.53 3.04 0.77
H 0.09 2.15 -0.48
O 0.19 1.39 -2.85
H 0.52 0.82 -2.12
H 0.79 1.18 -3.57
*
```

LUMO energy (Ha): 0.0375
SMILES string: C[C@@H](N)CCN.O
Energy (Ha): -345.5475
ΔE to the lowest compared entry with this formula, charge and spin (kcal/mol): 18.0
Orbital gap (eV): 10.17


Computed, not measured: 2 unconnected molecules or ions with the total composition C4H14N2O at a distorted geometry, with ωB97M-V/def2-TZVPD.

Structure (ORCA input):
```
! wB97M-V def2-TZVPD RIJCOSX def2/J DEFGRID3
* xyz 0 1
C 2.28 -0.37 -1.37
N 0.98 -0.67 -0.82
C 0.55 0.15 0.31
C -0.79 -0.41 0.90
C -0.70 -0.20 2.46
N -1.98 0.29 0.37
H 3.13 -0.55 -0.72
H 2.45 -1.09 -2.18
H 2.39 0.59 -1.90
H 0.28 -0.56 -1.54
H 1.34 0.06 1.05
H 0.33 1.18 -0.06
H -0.82 -1.50 0.81
H -0.37 -1.09 3.00
H -1.58 0.18 2.94
H 0.17 0.42 2.61
H -2.70 0.15 1.08
H -1.77 1.26 0.64
O -1.05 1.07 -2.59
H -0.68 0.42 -3.18
H -1.46 0.67 -1.82
*
```

LUMO energy (Ha): 0.0374
SMILES string: CNC[C@@H](C)N.O
Energy (Ha): -345.5114
ΔE to the lowest compared entry with this formula, charge and spin (kcal/mol): 40.6
Orbital gap (eV): 9.77


Computed, not measured: 2 unconnected molecules or ions with the total composition C4H14N2O at a distorted geometry, with ωB97M-V/def2-TZVPD.

Structure (ORCA input):
```
! wB97M-V def2-TZVPD RIJCOSX def2/J DEFGRID3
* xyz 0 1
C -0.51 0.70 1.49
N -0.75 0.30 0.08
C 0.28 -0.66 -0.50
C -0.45 -1.86 -1.17
C -0.68 -1.65 -2.66
N 0.57 -1.91 -3.48
H -0.53 -0.15 2.05
H 0.42 1.28 1.57
H -1.61 1.17 1.68
H -0.74 1.31 -0.27
H 0.92 -0.91 0.30
H 0.85 -0.21 -1.35
H -1.36 -1.92 -0.64
H 0.18 -2.69 -0.96
H -1.05 -0.61 -2.80
H -1.52 -2.33 -2.99
H 1.42 -1.71 -2.92
H 0.56 -2.97 -3.87
O 1.12 4.22 5.05
H 1.90 3.86 4.63
H 1.09 4.22 5.94
*
```

LUMO energy (Ha): 0.0323
SMILES string: CNCCCN.O
Energy (Ha): -345.4583
ΔE to the lowest compared entry with this formula, charge and spin (kcal/mol): 74.0
Orbital gap (eV): 9.69


Computed, not measured: 2 unconnected molecules or ions with the total composition C4H14N2O at a distorted geometry, with ωB97M-V/def2-TZVPD.

Structure (ORCA input):
```
! wB97M-V def2-TZVPD RIJCOSX def2/J DEFGRID3
* xyz 0 1
C -0.08 -2.18 -0.70
N 0.19 -0.79 -0.22
C 0.70 0.09 -1.28
C 0.94 -0.81 1.03
C 0.63 0.57 1.86
N -0.45 1.43 1.18
H -0.61 -2.06 -1.60
H 0.88 -2.69 -0.79
H -0.58 -2.71 0.09
H 1.69 -0.37 -1.56
H 0.88 1.15 -0.80
H 0.06 0.30 -2.11
H 0.72 -1.75 1.59
H 2.00 -0.99 0.88
H 0.36 0.36 2.92
H 1.67 1.07 1.87
H -0.78 0.93 0.37
H -1.29 1.51 1.78
O -2.30 1.97 -1.56
H -3.13 2.52 -1.52
H -1.50 2.47 -1.42
*
```

LUMO energy (Ha): 0.0344
SMILES string: CN(C)CCN.O
Energy (Ha): -345.4840
ΔE to the lowest compared entry with this formula, charge and spin (kcal/mol): 57.8
Orbital gap (eV): 9.18


Computed, not measured: 2 unconnected molecules or ions with the total composition C4H14N2O at a distorted geometry, with ωB97M-V/def2-TZVPD.

Structure (ORCA input):
```
! wB97M-V def2-TZVPD RIJCOSX def2/J DEFGRID3
* xyz 1 2
N 2.67 0.14 1.48
C 1.45 -0.68 1.65
O 1.18 -1.66 0.63
H 3.43 -0.51 1.25
H 2.60 0.72 0.64
H 1.67 -1.28 2.54
H 0.68 0.02 1.98
C -1.74 1.29 -1.40
C -0.91 0.46 -0.43
C -1.65 -0.83 -0.07
N 0.46 0.18 -0.93
H -1.23 2.23 -1.63
H -1.91 0.75 -2.34
H -2.72 1.53 -0.98
H -0.80 1.05 0.49
H -1.85 -1.41 -0.97
H -2.61 -0.59 0.39
H -1.04 -1.44 0.61
H 0.85 1.06 -1.27
H 1.05 -0.60 0.07
H 0.42 -0.46 -1.72
*
```

LUMO energy (alpha / beta) (Ha): -0.1102 / -0.3091
Energy (Ha): -345.1749
ΔE to the lowest compared entry with this formula, charge and spin (kcal/mol): 43.4
Orbital gap (alpha / beta) (eV): 12.62 / 7.01


| no. | M (g/mol) |
| --- | --- |
| 1 | 106.17 |
| 2 | 106.17 |
| 3 | 106.17 |
| 4 | 106.17 |
| 5 | 106.17 |
| 6 | 106.17 |
| 7 | 106.17 |
| 8 | 106.17 |